Here is C20H30F6MnO10 as an isolated structure from the Open Molecules 2025 dataset. Energies are from ωB97M-V/def2-TZVPD.

```
! RIJCOSX wB97M-V def2-TZVPD def2/J DEFGRID3
* xyz 0 6
Mn -0.47 0.68 -0.58
C 2.64 0.31 -2.16
O 1.94 -0.59 -3.01
O 1.63 0.78 -1.27
C 3.94 -0.47 -1.56
F 4.70 0.45 -1.00
F 3.67 -1.44 -0.61
F 4.82 -1.01 -2.50
C 1.23 -0.16 -4.17
C 0.19 -1.15 -4.47
H -0.60 -1.17 -3.71
H -0.26 -0.78 -5.39
H 0.53 -2.18 -4.60
H 1.92 -0.24 -5.01
H 0.88 0.86 -4.07
H 2.97 1.11 -2.84
C -3.17 -0.21 -1.27
O -2.69 -0.07 0.09
O -2.15 0.47 -1.96
C -3.79 -1.70 -1.68
F -5.03 -1.90 -1.24
F -3.82 -1.82 -3.02
F -3.05 -2.78 -1.20
C -3.61 -0.36 1.14
C -3.34 -1.61 1.94
H -4.31 -1.76 2.41
H -2.92 -2.41 1.33
H -2.67 -1.25 2.72
H -4.65 -0.51 0.82
H -3.76 0.53 1.74
H -4.03 0.46 -1.30
O -0.36 1.07 1.48
C -0.41 1.23 2.71
O -1.48 0.88 3.36
C -1.20 1.07 4.72
C 0.26 1.53 4.93
C 0.67 1.94 3.50
H -1.46 0.18 5.29
H -1.88 1.84 5.11
H 0.76 0.59 5.12
H 0.55 2.25 5.70
H 1.69 1.65 3.24
H 0.49 3.00 3.33
O -0.16 -1.35 -0.41
C -0.10 -2.58 -0.31
O -0.84 -3.15 0.54
C -0.67 -4.57 0.50
C 0.48 -4.83 -0.44
C 0.97 -3.49 -0.91
H -1.54 -4.99 0.00
H -0.53 -5.10 1.44
H 0.15 -5.32 -1.36
H 1.22 -5.50 -0.01
H 0.89 -3.36 -1.99
H 1.93 -3.22 -0.47
O -0.31 2.91 -0.60
C 0.63 3.70 -0.24
O 0.74 4.11 1.04
C 2.03 4.73 1.30
C 2.97 4.06 0.28
C 1.98 4.03 -0.94
H 2.54 4.94 2.25
H 2.05 5.76 0.95
H 3.44 3.09 0.43
H 3.87 4.64 0.10
H 2.23 3.28 -1.69
H 1.66 4.92 -1.49
*
```

Results
- Largest force on an atom: 5.40 eV Å⁻¹
- HOMO level (spin up / spin down): -7.636 / -7.805 eV

Here are the Löwdin charges for atoms 1 to 5, given in e:
1 Mn 0.96
2 C -0.36
3 O -0.13
4 O -0.26
5 C -0.47

=====

Here is a 3-piece molecular cluster, C21H50N2O2Si2 overall from the Open Molecules 2025 dataset. Energies are from ωB97M-V/def2-TZVPD.

```
! RIJCOSX wB97M-V def2-TZVPD def2/J DEFGRID3
* xyz 0 1
H -3.30 2.72 -1.26
N -2.46 2.16 -1.11
C -1.42 2.75 -1.56
C -1.40 4.10 -2.21
C -0.11 2.02 -1.40
Si -0.12 0.30 -2.16
N 1.41 0.00 -2.93
C 2.32 -0.98 -2.33
C 2.97 -0.57 -1.01
C 3.63 0.82 -1.07
O -1.31 0.17 -3.28
Si -2.89 -0.31 -3.20
C -3.27 -1.49 -1.79
C -3.70 -0.78 -0.53
C -4.21 -1.71 0.68
O -4.99 -0.63 -0.23
H -1.22 4.01 -3.28
H -0.62 4.73 -1.77
H -2.35 4.61 -2.06
H 0.07 1.88 -0.33
H 0.73 2.61 -1.79
H -0.24 -0.72 -1.09
H 1.91 0.86 -3.07
H 1.78 -1.92 -2.20
H 3.12 -1.19 -3.05
H 3.76 -1.30 -0.80
H 2.27 -0.64 -0.17
H 2.94 1.63 -0.84
H 4.43 0.85 -0.32
H 4.10 0.99 -2.04
H -3.16 -1.02 -4.48
H -3.80 0.85 -3.15
H -4.13 -2.10 -2.08
H -2.42 -2.13 -1.54
H -3.09 0.07 -0.20
H -5.01 -1.83 1.41
H -3.60 -1.08 1.38
C 9.70 4.63 -0.81
C 8.65 4.14 0.18
C 7.60 3.22 -0.44
C 6.76 3.87 -1.55
C 6.00 5.12 -1.13
C 4.98 4.88 -0.02
H 9.25 5.24 -1.60
H 10.45 5.25 -0.31
H 10.22 3.79 -1.27
H 8.16 5.00 0.65
H 9.15 3.60 0.99
H 6.94 2.85 0.35
H 8.11 2.34 -0.85
H 6.04 3.12 -1.91
H 7.40 4.11 -2.40
H 5.48 5.52 -2.01
H 6.71 5.90 -0.82
H 4.26 4.12 -0.33
H 4.44 5.80 0.21
H 5.46 4.54 0.90
C -7.28 -5.98 5.45
C -6.15 -5.06 5.03
C -6.50 -4.19 3.82
C -6.82 -4.96 2.54
C -5.71 -5.89 2.06
C -4.42 -5.16 1.72
H -7.54 -6.70 4.67
H -7.01 -6.56 6.34
H -8.18 -5.41 5.70
H -5.26 -5.65 4.81
H -5.89 -4.40 5.86
H -5.67 -3.50 3.63
H -7.36 -3.56 4.07
H -7.04 -4.24 1.75
H -7.74 -5.54 2.68
H -6.06 -6.42 1.17
H -5.51 -6.66 2.81
H -4.59 -4.40 0.96
H -3.66 -5.85 1.34
H -3.99 -4.66 2.60
*
```

Results
- SMILES: [H]/N=C(\C)C[Si@H](NCCC)O[SiH2]C[C@@H]1CO1.CCCCCC.CCCCCC
- Largest force on an atom: 3.29 eV Å⁻¹
- HOMO level: -8.603 eV

Here are the Löwdin charges for atoms 1 to 5, given in e:
1 H 0.07
2 N 0.12
3 C -0.48
4 C -0.03
5 C -0.20

=====

Here is a 2-piece molecular cluster, C6H10O3 overall from the Open Molecules 2025 dataset. Energies are from ωB97M-V/def2-TZVPD.

```
! RIJCOSX wB97M-V def2-TZVPD def2/J DEFGRID3
* xyz 0 1
C -1.02 -0.89 -1.08
C -1.04 1.36 0.84
C -1.06 0.06 1.34
O -1.60 0.12 -1.84
O -1.08 -0.79 2.11
H -0.86 0.72 -2.09
H -1.72 -1.17 -0.28
H -0.87 -1.82 -1.63
H -1.90 1.54 0.19
H -0.94 2.10 1.63
H -0.11 1.41 -0.04
C 0.75 -0.33 -0.96
C 1.40 -0.85 0.29
C 2.11 -0.09 1.12
O 0.73 0.98 -1.14
H 1.09 -0.90 -1.83
H 1.26 -1.91 0.49
H 2.61 -0.51 1.99
H 2.27 0.96 0.91
*
```

Results
- Largest force on an atom: 2.31 eV Å⁻¹
- HOMO level (spin up / spin down): -8.429 / -8.429 eV

Here are the Löwdin charges for atoms 1 to 5, given in e:
1 C -0.20
2 C 0.00
3 C -0.16
4 O -0.10
5 O 0.26

=====

Here is one molecule with the formula C15H26O from the Open Molecules 2025 dataset. Energies are from ωB97M-V/def2-TZVPD.

```
! RIJCOSX wB97M-V def2-TZVPD def2/J DEFGRID3
* xyz 0 1
C 2.80 -0.28 -4.40
C 2.12 0.17 -3.36
C 0.76 -0.30 -2.90
C -0.04 -0.97 -4.02
O -0.02 0.82 -2.49
C 0.99 -1.26 -1.71
C -0.31 -1.74 -1.07
C -0.04 -2.37 0.26
C -0.37 -1.90 1.46
C 0.00 -2.63 2.71
C -1.09 -0.59 1.68
C -0.11 0.59 1.70
C -0.84 1.89 1.88
C -1.12 2.49 3.02
C -0.72 2.00 4.38
C -1.90 3.78 3.05
H 3.78 0.11 -4.64
H 2.42 -1.04 -5.06
H 2.55 0.94 -2.73
H -1.06 -1.10 -3.69
H -0.04 -0.34 -4.90
H 0.39 -1.94 -4.26
H 0.46 1.29 -1.80
H 1.59 -2.10 -2.05
H 1.58 -0.73 -0.95
H -0.99 -0.89 -0.97
H -0.79 -2.47 -1.73
H 0.50 -3.31 0.20
H -0.90 -2.93 3.25
H 0.57 -1.98 3.38
H 0.59 -3.52 2.50
H -1.62 -0.62 2.64
H -1.83 -0.42 0.90
H 0.43 0.61 0.75
H 0.62 0.44 2.49
H -1.22 2.32 0.96
H -0.22 2.79 4.93
H -0.06 1.14 4.32
H -1.61 1.71 4.94
H -1.30 4.57 3.49
H -2.21 4.08 2.05
H -2.79 3.66 3.67
*
```

Results
- SMILES: C=C[C@](C)(O)CC/C=C(/C)CCC=C(C)C
- Largest force on an atom: 0.74 eV Å⁻¹
- HOMO level: -8.648 eV

Here are the Löwdin charges for atoms 1 to 5, given in e:
1 C 0.03
2 C -0.11
3 C -0.58
4 C -0.02
5 O -0.02

=====

Here is C27H44CrN3OP3 as an isolated structure from the Open Molecules 2025 dataset. Energies are from ωB97M-V/def2-TZVPD.

```
! RIJCOSX wB97M-V def2-TZVPD def2/J DEFGRID3
* xyz 3 4
Cr 0.38 -0.49 -1.95
P -1.29 -1.90 -1.08
P 1.59 -1.10 0.29
P 1.75 -1.90 -3.21
H -0.04 3.92 -4.60
C -0.05 2.93 -5.08
C -1.20 2.33 -5.36
H -2.15 2.80 -5.09
C -2.54 -0.88 -0.28
C -1.03 -3.28 0.08
C -2.10 -2.64 -2.51
C 2.92 0.12 0.56
C 0.76 -1.06 1.93
C 2.49 -2.70 0.47
C 1.16 -1.89 -4.93
C 1.94 -3.68 -2.83
C 3.42 -1.17 -3.17
H 0.92 2.62 -5.51
H -1.30 1.46 -6.02
H -2.59 0.10 -0.76
H -2.30 -0.73 0.78
H -3.51 -1.37 -0.37
H -0.90 -2.94 1.11
H -0.15 -3.87 -0.19
H -1.91 -3.94 0.05
H -2.36 -1.87 -3.23
H -3.01 -3.16 -2.17
H -1.43 -3.36 -3.00
H 3.64 -0.30 1.27
H 2.48 1.03 0.98
H 3.42 0.37 -0.38
H 0.93 -1.99 2.49
H -0.32 -0.90 1.83
H 1.17 -0.22 2.52
H 3.54 -2.49 0.70
H 2.43 -3.31 -0.43
H 2.07 -3.28 1.31
H 1.59 -2.73 -5.50
H 1.40 -0.94 -5.42
H 0.07 -2.00 -4.91
H 1.98 -4.27 -3.76
H 1.06 -4.02 -2.25
H 2.86 -3.88 -2.25
H 3.98 -1.42 -4.08
H 3.98 -1.52 -2.30
H 3.33 -0.08 -3.11
C -1.49 2.64 -1.94
C -0.15 2.95 -1.64
C 0.85 2.18 -2.22
C 0.55 1.20 -3.20
C -0.87 0.69 -3.26
C -1.86 1.47 -2.62
O -2.50 3.60 -1.81
H -2.11 4.42 -1.52
H 0.12 3.90 -1.13
H 1.89 2.48 -2.07
H 1.20 1.05 -4.07
H -1.16 0.12 -4.16
H -2.90 1.40 -2.96
N 0.06 0.83 10.73
C -0.15 1.01 9.59
C -0.40 1.23 8.19
C -1.72 1.25 7.71
C -1.98 1.46 6.35
C -0.90 1.66 5.47
C 0.42 1.64 5.95
C 0.67 1.42 7.30
N -1.15 1.83 4.10
C -2.40 1.78 3.47
C -2.14 1.91 2.12
N -0.78 2.02 1.91
C -0.21 2.00 3.11
H -2.56 1.10 8.40
H -3.00 1.47 5.99
H 1.25 1.79 5.26
H 1.69 1.40 7.69
H -3.32 1.67 3.99
H -2.86 1.94 1.32
H 0.86 2.09 3.32
*
```

Results
- Largest force on an atom: 3.42 eV Å⁻¹
- HOMO level (spin up / spin down): -14.715 / -14.715 eV

Here are the Löwdin charges for atoms 1 to 5, given in e:
1 Cr 0.34
2 P 0.76
3 P 0.84
4 P 0.79
5 H 0.09

=====

Here is a 6-piece molecular cluster, C31H78BBrO23P6 overall from the Open Molecules 2025 dataset. Energies are from ωB97M-V/def2-TZVPD.

```
! RIJCOSX wB97M-V def2-TZVPD def2/J DEFGRID3
* xyz -2 1
O 1.31 2.64 -2.22
C 0.19 2.43 -2.80
O -0.21 1.24 -3.00
B -0.65 3.76 -3.27
P -2.58 3.61 -3.40
O -3.06 3.26 -1.80
Br -3.15 1.73 -4.63
H -0.51 4.61 -2.40
H -0.27 4.24 -4.33
H -3.66 2.51 -1.89
O -0.41 5.01 3.47
P 1.01 4.61 3.50
O 1.08 3.06 3.09
C 0.28 2.51 2.02
C 1.07 2.45 0.74
O 1.27 4.53 5.12
C 0.32 5.03 6.04
C -0.62 3.93 6.50
O 2.57 4.95 3.32
C 3.16 4.95 2.01
C 2.48 5.90 1.05
H -0.65 3.06 1.88
H 0.01 1.49 2.33
H 1.32 3.45 0.37
H 0.52 1.94 -0.06
H 2.02 1.91 0.89
H -0.23 5.88 5.63
H 0.88 5.41 6.90
H -1.04 3.40 5.65
H -1.45 4.35 7.09
H -0.09 3.20 7.11
H 3.19 3.94 1.62
H 4.20 5.26 2.16
H 1.41 5.71 0.99
H 2.91 5.80 0.05
H 2.61 6.94 1.38
O 5.23 0.39 -0.75
P 5.16 -1.05 -0.48
O 6.32 -1.74 -1.43
C 7.56 -1.09 -1.66
C 8.65 -1.59 -0.72
O 3.84 -1.55 -1.22
C 2.84 -0.61 -1.73
C 3.11 -0.28 -3.18
O 5.03 -2.29 0.56
C 6.07 -2.63 1.47
C 6.46 -1.49 2.39
H 7.46 -0.01 -1.58
H 7.85 -1.32 -2.69
H 8.42 -1.32 0.31
H 9.61 -1.14 -0.98
H 8.74 -2.67 -0.78
H 2.80 0.29 -1.12
H 1.87 -1.09 -1.64
H 4.14 0.02 -3.35
H 2.45 0.54 -3.49
H 2.91 -1.15 -3.80
H 6.93 -3.02 0.92
H 5.69 -3.46 2.07
H 6.71 -0.59 1.82
H 7.32 -1.76 3.00
H 5.63 -1.23 3.04
O 0.89 -3.37 3.84
P 1.22 -2.93 5.20
O 2.48 -1.91 5.08
C 2.57 -0.97 4.00
C 2.05 0.40 4.38
O 1.93 -4.24 5.85
C 1.89 -5.50 5.18
C 3.11 -5.69 4.30
O 0.76 -2.49 6.68
C 0.18 -1.20 6.92
C -1.05 -0.93 6.08
H 2.06 -1.33 3.11
H 3.63 -0.89 3.75
H 0.97 0.36 4.58
H 2.21 1.11 3.58
H 2.54 0.77 5.28
H 0.97 -5.60 4.60
H 1.87 -6.27 5.95
H 3.28 -4.83 3.65
H 3.00 -6.58 3.68
H 4.00 -5.81 4.91
H 0.94 -0.43 6.79
H -0.09 -1.19 7.98
H -0.85 -1.07 5.02
H -1.39 0.09 6.23
H -1.85 -1.61 6.35
O -0.06 -6.68 -1.33
P 0.08 -6.80 0.13
O 1.64 -6.53 0.48
C 2.40 -5.51 -0.20
C 2.44 -4.22 0.59
O -0.03 -8.41 0.37
C -0.45 -9.27 -0.68
C 0.74 -9.82 -1.44
O -0.50 -6.58 1.61
C -0.50 -5.28 2.21
C -1.23 -4.24 1.40
H 2.01 -5.33 -1.21
H 3.41 -5.90 -0.31
H 1.44 -3.78 0.67
H 3.09 -3.49 0.11
H 2.80 -4.40 1.60
H -1.15 -8.77 -1.35
H -0.99 -10.10 -0.22
H 1.42 -9.02 -1.74
H 0.42 -10.36 -2.34
H 1.31 -10.51 -0.81
H 0.53 -4.97 2.43
H -0.99 -5.39 3.18
H -0.86 -4.19 0.37
H -1.12 -3.25 1.85
H -2.30 -4.48 1.34
O -8.77 3.66 -8.03
P -8.47 4.17 -6.67
O -7.26 5.24 -6.83
C -7.17 6.12 -7.94
C -7.76 7.49 -7.63
O -7.72 2.94 -5.96
C -7.68 1.63 -6.54
C -6.42 1.45 -7.37
O -8.97 4.66 -5.22
C -9.60 5.92 -5.03
C -10.84 6.11 -5.87
H -7.66 5.70 -8.83
H -6.11 6.23 -8.17
H -8.83 7.42 -7.45
H -7.59 8.17 -8.47
H -7.29 7.91 -6.74
H -8.58 1.44 -7.13
H -7.68 0.92 -5.71
H -6.28 2.27 -8.07
H -6.47 0.51 -7.93
H -5.54 1.42 -6.73
H -8.87 6.72 -5.18
H -9.87 5.96 -3.97
H -10.64 5.93 -6.93
H -11.23 7.12 -5.76
H -11.62 5.40 -5.58
*
```

Results
- Largest force on an atom: 6.43 eV Å⁻¹
- HOMO level: -0.139 eV

Here are the Löwdin charges for atoms 1 to 5, given in e:
1 O -0.18
2 C -0.76
3 O -0.18
4 B -0.71
5 P 0.47

=====

What is the largest force on an atom in the sixth record? 6.43 eV Å⁻¹

=====

What is the formula in the first record? C20H30F6MnO10

=====

Among the records above, which one has the lowest largest force on an atom? C15H26O

=====

Among the records above, which one has the lowest largest force on an atom? C15H26O